# 1
C5H9DyO3 | wB97M-V/def2-TZVPD

Structure (XYZ):
```
18
Properties=species:S:1:pos:R:3:lowdin_spin:R:1
H 3.8161 -1.0725 1.6675 -0.143
O 0.9246 -0.7151 -0.6103 -0.047
O -1.1429 -0.1941 -0.3196 0.001
O 0.4005 1.3826 0.0131 0.051
C 2.3385 -0.4044 -0.6126 -0.350
C -2.1964 0.7398 0.0263 0.000
C 3.0799 -1.0272 0.4600 -0.142
C -3.5104 0.0138 -0.0890 0.000
C 0.0781 0.2296 -0.3149 -0.005
H 2.7277 -0.5173 -1.6303 -0.016
H -2.0115 1.0979 1.0459 0.000
H -2.1287 1.5886 -0.6654 0.000
H 4.0950 -1.1842 0.0671 -0.034
H 2.3702 -1.5276 1.1386 -0.037
H -4.3159 0.7031 0.1952 0.000
H -3.6876 -0.3219 -1.1186 0.000
H -3.5394 -0.8519 0.5847 0.000
Dy 2.7022 2.0608 0.1622 5.722
```

As for the multiplicity: 6. The value obtained for the energy relative to the best compared isomer or geometry (same formula, charge and spin) is 2.455 eV. Its lowest unoccupied orbital energy (alpha / beta) is -10.164 / -9.284 eV. The value obtained for the total energy is -35535.58995 eV. The gap between HOMO and LUMO (alpha / beta) is 7.71 / 7.79 eV. As for the charge: +2. As for the largest force on an atom: 0.0626 Eh/bohr.

# 2
C2H5NO5S | wB97M-V/def2-TZVPD

Structure (XYZ):
```
14
Properties=species:S:1:pos:R:3:mulliken_charge:R:1
C -1.3072 -1.5528 -0.9419 -0.874
C 1.3352 1.4426 0.9084 -0.286
N 2.0880 0.9759 -0.1842 0.971
O 2.6633 1.8056 -0.8619 -0.506
O 2.1098 -0.2232 -0.3749 -0.438
O -0.4856 -0.8483 1.4812 -0.664
O -2.6855 -0.0496 0.7127 -0.601
O -0.6357 0.8288 -0.2690 -0.557
S -1.3064 -0.3329 0.4154 1.279
H -1.5012 -2.5130 -0.4875 0.321
H -2.0999 -1.2457 -1.6081 0.325
H -0.3335 -1.4990 -1.4042 0.284
H 1.1394 2.5013 0.9701 0.309
H 1.0195 0.7103 1.6439 0.435
```

The value obtained for the energy relative to the best compared isomer or geometry (same formula, charge and spin) is 6.302 eV. Its lowest unoccupied orbital energy (alpha / beta) is -4.391 / -4.402 eV. The value obtained for the total energy is -24710.78017 eV. The gap between HOMO and LUMO (alpha / beta) is 6.17 / 6.16 eV. As for the largest force on an atom: 0.0721 Eh/bohr.

# 3
C15H47BN2O12P | wB97M-V/def2-TZVPD

Structure (XYZ):
```
78
Properties=species:S:1:pos:R:3:mulliken_charge:R:1
C -2.8735 2.0700 -0.9778 -1.155
C -3.1394 1.2714 0.3223 -0.376
B -1.9222 0.3802 0.6839 0.502
O -1.7768 -0.8835 0.1933 -0.548
C -0.7322 0.9514 1.6208 0.632
C -0.8290 2.1887 2.2960 -0.733
N 0.1095 2.7014 3.0594 -1.082
N 1.2139 1.9805 3.1450 0.564
C 1.4463 0.8032 2.5744 -0.243
P 3.0507 -0.0914 2.8295 0.309
O 4.0244 1.1433 3.2401 -0.526
O 3.4426 -0.3684 1.2797 -0.488
C 0.4407 0.2479 1.7808 0.070
H -3.8081 2.5023 -1.3215 0.445
H -2.5084 1.4399 -1.7826 0.289
H -2.1796 2.8915 -0.8258 0.286
H -3.3638 2.0042 1.0956 0.305
H -4.0318 0.6657 0.1856 0.342
H -1.5900 -1.5643 0.8486 0.291
H -1.7336 2.7654 2.2009 0.489
H 1.9536 2.3853 3.7122 0.286
H 4.6262 0.7953 3.9170 0.408
H 3.7800 0.4253 0.8359 0.324
H 0.5964 -0.7123 1.3093 0.487
C 1.9630 -3.8042 0.6264 -0.610
O 2.0066 -3.0753 1.8610 -0.266
H 0.9880 -4.2742 0.5483 0.154
H 2.1072 -3.1311 -0.2230 0.227
H 2.7275 -4.5800 0.6132 0.330
H 2.8774 -2.6739 1.9263 0.196
C 0.0539 -7.1053 1.1352 -0.602
O 0.7323 -6.8761 -0.1043 -0.495
H -0.1531 -6.1371 1.5849 0.212
H -0.8860 -7.6327 0.9648 0.351
H 0.6756 -7.6869 1.8183 0.288
H 0.9147 -7.7339 -0.4969 0.286
C -0.3773 2.2090 -4.4100 -0.615
O -0.4890 2.9906 -3.2117 -0.513
H -1.3023 1.6492 -4.5179 0.266
H -0.2501 2.8556 -5.2791 0.337
H 0.4618 1.5168 -4.3352 0.225
H 0.3326 3.4836 -3.1148 0.268
C 2.2436 -3.3756 5.2910 -0.466
O 1.3931 -4.1856 4.4910 -0.554
H 2.4284 -3.9103 6.2205 0.317
H 3.1937 -3.1960 4.7856 0.195
H 1.7725 -2.4152 5.5223 0.186
H 1.2550 -3.7291 3.6544 0.307
C 3.7560 0.0518 6.5763 -0.504
O 4.2032 -1.1303 5.9129 -0.437
H 3.2167 0.6583 5.8492 0.069
H 3.0786 -0.1907 7.3971 0.317
H 4.5964 0.6317 6.9655 0.298
H 4.6741 -1.6577 6.5655 0.280
C -2.0689 6.4646 -4.1101 -0.316
O -1.5327 5.2513 -4.6312 -0.439
H -2.5747 6.9872 -4.9162 0.000
H -2.7896 6.2578 -3.3127 0.228
H -1.2735 7.1085 -3.7243 0.262
H -1.0803 4.7854 -3.9153 0.327
C -3.7726 -7.9002 -1.4495 -0.534
O -3.1043 -7.4813 -0.2613 -0.481
H -4.6742 -8.4263 -1.1490 0.209
H -4.0521 -7.0427 -2.0666 0.260
H -3.1464 -8.5775 -2.0352 0.254
H -2.3079 -7.0129 -0.5274 0.280
C -3.2049 8.7525 -7.4567 -0.566
O -2.7294 9.2764 -6.2189 -0.498
H -4.0524 8.1091 -7.2357 0.219
H -3.5341 9.5539 -8.1224 0.306
H -2.4332 8.1616 -7.9565 0.262
H -1.9805 9.8458 -6.4124 0.290
C 1.1165 0.4599 -1.5908 -0.396
O 1.8869 0.7670 -2.7429 -0.580
H 0.8043 1.4027 -1.1425 0.148
H 0.2268 -0.1209 -1.8487 0.329
H 1.7201 -0.1005 -0.8669 0.194
H 2.1670 -0.0593 -3.1465 0.318
```

The value obtained for the energy relative to the best compared isomer or geometry (same formula, charge and spin) is 0.179 eV. Its lowest unoccupied orbital energy is -4.992 eV. The value obtained for the total energy is -53823.95515 eV. The gap between HOMO and LUMO is 6.42 eV. As for the charge: +1. As for the largest force on an atom: 0.0269 Eh/bohr.